A 2-piece molecular cluster, H3NO4P overall in a non-equilibrium geometry, computed with ωB97M-V/def2-TZVPD.

ΔE to the lowest compared entry with this formula, charge and spin	22.1	kcal per mole
HOMO-LUMO gap	9.165	eV
LUMO level	0.1572	hartree

```
! wB97M-V def2-TZVPD RIJCOSX def2/J DEFGRID3
* xyz -1 1
O -1.65273 -1.64928 1.97036
O -1.68349 0.58228 3.43735
H 1.26399 0.12110 0.07303
P -2.00324 -0.20201 1.99007
N 0.50183 -0.32343 -0.35737
O -2.93284 0.54568 1.17192
H 0.14743 -1.22285 -0.13555
O -0.57789 0.63061 2.44390
H -0.18259 0.27556 -0.67972
*
```

Atom charges from the natural (NBO) analysis, given in e for atoms 1 to 6:
1. O -1.1294
2. O -0.5939
3. H 0.3692
4. P 2.4278
5. N -1.1187
6. O -1.1222



A 2-piece molecular cluster, C3H2BrF2I overall in a non-equilibrium geometry, computed with ωB97M-V/def2-TZVPD.

ΔE to the lowest compared entry with this formula, charge and spin	0.0	kcal per mole
HOMO-LUMO gap (spin up / spin down)	7.698 / 7.248	eV
LUMO level (spin up / spin down)	0.0170 / -0.0840	hartree

```
! wB97M-V def2-TZVPD RIJCOSX def2/J DEFGRID3
* xyz 0 3
C 1.04458 2.59485 -1.91478
F 0.15881 3.53985 -2.21428
C -0.04339 0.01948 -0.37103
C -0.23851 0.62228 -1.50082
Br 2.31723 2.28244 -3.27649
I -1.29347 0.28468 -3.22085
H 0.62247 0.41215 0.37751
H -0.55522 -0.90291 -0.12817
F 1.59289 2.86570 -0.72803
*
```

Atom charges from the natural (NBO) analysis, given in e for atoms 1 to 6:
1. C 0.6230
2. F -0.3252
3. C -0.5619
4. C -0.1492
5. Br 0.0391
6. I 0.2465



C8H18ClHfN as an isolated structure in a non-equilibrium geometry, computed with ωB97M-V/def2-TZVPD.

ΔE to the lowest compared entry with this formula, charge and spin	0.0	kcal per mole
HOMO-LUMO gap	1.421	eV
LUMO level	-0.7093	hartree

```
! wB97M-V def2-TZVPD RIJCOSX def2/J DEFGRID3
* xyz 4 1
H -2.65743 1.54275 0.48126
H 2.01120 -0.62298 1.63812
H -1.56992 2.30574 1.57168
N 0.14176 -0.25129 0.31826
H -0.10939 -1.23423 -1.49720
C 1.76012 -3.08359 -1.70246
H 0.09439 1.84417 -0.08706
C 0.72757 -0.90023 -0.88398
Hf -0.73612 8.93464 -5.29792
H 2.68017 -2.59754 -2.02706
C 1.29581 -2.32287 -0.53882
C -0.63136 1.03127 -0.06295
H -1.54836 -1.59699 0.38646
H 1.05766 -3.00606 -2.53230
C -1.88205 0.07270 1.79382
H 1.38900 -0.17932 -1.36449
H -0.41816 -1.77039 1.72761
H 2.02076 -2.39593 0.27187
H -2.94122 -0.17568 1.86144
H 2.07299 -4.12256 -1.59873
H -1.66012 0.27048 2.84250
H 0.44990 -2.86851 -0.12070
H 0.94639 0.53635 2.26898
H 1.80537 1.06642 0.85893
C 1.35524 0.18761 1.32066
Cl -1.89175 8.06064 -0.68150
H -1.12642 0.92215 -1.02788
C -0.93620 -1.04533 1.09991
C -1.69983 1.39857 0.98155
*
```

Atom charges from the natural (NBO) analysis, given in e for atoms 1 to 6:
1. H 0.2837
2. H 0.2628
3. H 0.2714
4. N -0.2197
5. H 0.2374
6. C -0.5822



C33H32IN5O5PbS2 as an isolated structure in a non-equilibrium geometry, computed with ωB97M-V/def2-TZVPD.

HOMO-LUMO gap	5.385	eV
LUMO level	0.1411	hartree

```
! wB97M-V def2-TZVPD RIJCOSX def2/J DEFGRID3
* xyz -2 1
C -0.21630 4.62536 4.74144
H 2.72147 -0.14212 -4.67017
C -0.88909 -2.42875 4.18395
H 0.91652 1.05498 -5.89654
C 2.45757 1.98729 3.81465
C 1.55174 4.62378 6.36748
H -0.12877 5.96963 6.40729
H -1.79796 -2.75260 0.58073
C -1.78351 -5.31972 -3.74748
S -0.59168 2.91192 2.67315
H -3.49629 -4.87531 2.78415
H -1.87298 -1.72147 -2.41102
H 2.29318 -0.99321 -2.36977
H -2.20630 -5.56639 -4.71549
C -0.74829 0.31011 -3.04329
C 0.42300 -0.85193 2.21232
C 1.50910 -0.49828 -2.93507
C 2.44247 3.72187 -2.65128
N -1.06031 -2.07036 0.55978
C 2.34622 4.38606 0.86858
H 2.87513 2.72050 -2.64720
C 0.73831 -0.76507 3.58018
C 2.14382 3.58535 5.66495
C -1.88185 -4.02324 -3.28484
C -0.77175 -1.64510 -0.68518
H 4.10791 4.04232 -0.40520
H -3.32522 1.14156 -3.81836
C -1.36614 -3.64486 -2.04101
S -0.56698 4.44706 -1.72197
C 0.35643 3.55552 4.01538
H -1.62939 -3.44820 -5.88231
H -2.09396 -4.91696 3.87722
H -1.29217 1.35385 -4.83787
C 0.09018 -1.50689 4.54806
C 0.35986 5.15352 5.88432
H 3.13916 4.41999 -3.12191
N 0.09040 -0.75650 -0.99299
C -0.59384 -5.92147 -1.75990
O 3.04313 1.18517 4.55767
H -0.23482 -4.34389 -0.34810
H -2.34776 2.34585 -2.92316
H 1.52188 -0.08455 3.90082
C 0.26812 -0.34697 -2.32660
H 2.00356 5.00760 7.27613
H 3.06942 3.14273 6.01390
C -1.14446 -6.28938 -2.98143
C -1.73900 -2.62821 -5.16818
C 1.59411 3.05678 4.49127
C 0.73858 0.65401 -4.90408
H -0.05894 -6.65118 -1.16214
C 0.86588 4.31888 -0.81516
C -1.18371 -2.57443 2.84648
H 1.51454 3.70655 -3.21314
C -0.69943 -4.61770 -1.28845
H -1.15961 5.01757 4.38128
H -0.74662 -2.26850 -4.88147
C -0.51011 0.81848 -4.31215
N -1.53783 -2.31822 -1.67455
C -0.55611 -1.78146 1.86667
H -3.31633 -3.63972 4.04911
Pb 1.46048 0.77144 0.83070
C 1.74429 -0.00979 -4.21850
O -2.48736 -3.03012 -4.02093
O -2.10197 -3.49028 2.37150
H -1.07312 -7.31121 -3.33922
N 2.13035 4.13418 -1.30207
H 0.33660 -1.37081 5.59641
H -2.29070 -1.81543 -5.63578
H -3.63245 1.44944 -2.09472
C 3.04960 4.17972 -0.25172
C -2.78073 -4.26487 3.32912
C -2.86157 1.38908 -2.85698
N 1.00779 4.49278 0.51804
H -1.39916 -3.01307 4.93873
H 2.66596 4.44036 1.89660
O -1.96718 0.36409 -2.43946
I 3.71059 -1.00978 0.40338
H 0.27578 4.13712 1.22256
O 2.57860 2.08544 2.54280
*
```

Atom charges from the Mulliken analysis, given in e for atoms 1 to 6:
1. C -0.6125
2. H 0.3772
3. C -0.5029
4. H 0.3941
5. C 0.1860
6. C -0.4820



C45H59O3ReS2Sb2Si2Te as an isolated structure in a non-equilibrium geometry, computed with ωB97M-V/def2-TZVPD.

ΔE to the lowest compared entry with this formula, charge and spin	55.9	kcal per mole
HOMO-LUMO gap (spin up / spin down)	7.079 / 5.488	eV
LUMO level (spin up / spin down)	-0.1000 / -0.1584	hartree

```
! wB97M-V def2-TZVPD RIJCOSX def2/J DEFGRID3
* xyz 1 4
H -1.11627 -1.72180 -1.64848
C 2.48415 -2.53469 -5.65617
H 1.46921 1.93362 -0.05777
C 2.17701 0.04884 -2.41860
Te 0.89076 0.20081 2.48416
O -1.46794 -2.02028 0.59870
C 4.32294 1.62326 -6.13673
C -5.87769 0.75257 1.90185
C -1.85336 -1.39109 -2.40808
H -2.46761 -4.69816 3.41009
H 5.38821 -0.64676 1.27205
H 0.65205 0.85386 -7.22517
C 0.26229 3.44363 4.57594
H -2.25501 3.56671 0.67944
C 2.17609 0.53290 -5.70642
C 4.27829 -2.13990 4.26561
H -7.61943 1.32954 3.00969
C -1.78232 3.60979 -2.68582
H -2.71453 -0.94682 3.59337
H -2.94204 5.92008 0.17648
H -2.81167 1.35538 -4.10918
H 1.02444 2.64183 7.78056
H 3.08974 -0.40004 -2.70227
O -1.85337 -4.24050 0.86936
C -3.60315 -1.95577 -3.93467
H 2.65287 -1.83456 -6.46328
H 1.22744 -2.39061 3.12680
C 0.41867 0.26015 4.60235
C 1.16279 2.06813 -1.09345
C -5.81300 2.07188 3.90542
Si 3.66809 -2.09251 2.38299
C -4.22057 -2.82743 2.31074
H 1.10143 -2.69689 -2.51153
H -2.59584 6.86058 -2.09624
H 0.56758 0.92619 7.71847
C 2.81766 1.64465 5.19373
C -4.40035 2.13779 3.80744
C -1.99690 -3.07718 1.25736
C -3.74997 1.46093 2.77979
S -3.78818 -0.12180 0.37665
C -2.77307 -2.31709 -2.91372
H -2.78872 -3.37280 4.60966
C 1.69006 1.08445 -6.85765
C -2.06165 4.91632 -2.92947
Si 0.95803 1.88294 5.45899
H -1.18123 -3.64028 3.79960
H -1.60556 2.89138 -3.47416
C -2.18667 3.96590 -0.32059
H 5.40840 -3.92723 2.00604
H 1.42849 -2.39363 1.44021
H 3.80215 -4.09285 -6.41711
C 3.55319 0.69125 -5.41586
C 3.13661 -3.75249 -5.62593
H 0.55741 4.23032 5.28598
C -2.48747 5.32704 -0.59494
H -4.29643 -2.66513 -4.40009
Re -1.65042 -0.15009 1.27110
H 3.74804 -0.31296 0.58776
H 4.76356 -3.38795 0.48811
H 1.97830 2.48247 -8.54272
H 4.13154 0.38333 2.16449
H 1.72968 -0.46362 -1.52780
H 4.45572 2.84882 -7.89734
H 5.36797 -2.31106 4.30486
C -2.38474 5.80710 -1.89508
H 3.39250 1.63980 6.10116
C 3.04529 -4.63157 -4.54844
H -6.47089 0.24519 1.12495
H -0.63603 0.11947 4.80246
C 1.68326 -3.03339 -3.38292
H 3.67379 -4.36767 1.44696
H 3.35280 -5.71337 -4.58312
H 3.76110 -2.94715 4.84414
O -2.28825 -1.39331 2.83023
H -3.82880 2.61551 4.58278
S -2.03654 1.76767 2.57939
H -2.67153 -3.37405 -2.57503
C 0.38648 1.91756 7.24163
C 2.20755 1.55539 -2.10479
H -6.40017 2.54909 4.65436
C -1.95185 -0.04566 -2.73116
H 0.85082 -0.59649 5.08084
C 4.47258 -3.60478 1.51514
C 3.77290 2.21796 -7.29816
H 3.09419 0.70959 4.69320
H -4.58345 -3.89377 2.32472
C -2.72345 -2.72442 2.56067
Sb -1.00866 1.11313 -0.94787
C 1.76548 -2.19837 -4.50856
C 2.45566 1.99917 -7.65135
H -4.32213 -0.39115 -5.12289
Sb 0.88225 -0.31182 -4.17100
H -1.89354 5.27853 -3.95829
H 4.00514 -1.23851 4.77848
H 3.99323 0.04818 -4.62422
H 3.28033 2.45072 4.63557
H 2.14896 -4.96942 -2.62515
C -2.79415 0.32236 -3.75389
C 2.26998 -4.28510 -3.42354
H 0.92504 3.11444 -1.29730
C -2.26096 -3.64381 3.69124
H -0.65691 2.15336 7.33191
C 4.30425 -0.48916 1.53156
C -3.58130 -0.64632 -4.39357
H -0.82340 3.53729 4.57726
H -4.44934 -2.50197 1.27700
H 5.33294 1.72931 -5.80690
H 3.23226 1.84297 -1.76302
C -4.49648 0.69020 1.81152
C 1.78966 -1.87838 2.32570
H -4.80550 -2.24379 3.02212
H 0.72765 3.55043 3.58329
C -6.52736 1.47835 2.88522
H 2.06844 2.15492 -3.04604
C -1.85949 3.09235 -1.34584
*
```

Atom charges from the Mulliken analysis, given in e for atoms 1 to 6:
1. H -0.0417
2. C -0.5555
3. H 0.2685
4. C -1.4853
5. Te -0.5730
6. O -0.4822



A 2-piece molecular cluster, C3H9NO2S overall in a non-equilibrium geometry, computed with ωB97M-V/def2-TZVPD.

ΔE to the lowest compared entry with this formula, charge and spin	21.7	kcal per mole
HOMO-LUMO gap	9.005	eV
LUMO level	0.0170	hartree
SMILES string	NC(=O)O.CCS

```
! wB97M-V def2-TZVPD RIJCOSX def2/J DEFGRID3
* xyz 0 1
H -3.13872 0.68534 2.52243
C -1.23304 0.57251 -0.73017
H -1.05869 -0.49885 -0.70362
H 3.72680 -0.06852 -0.65476
O 1.72735 0.45524 0.45227
O 1.21874 -1.73424 0.28494
H -1.51097 0.88718 -1.74699
N 3.18486 -0.91459 -0.67717
H -0.25608 1.07159 -0.49336
H -2.15982 2.18073 0.31943
C 2.02135 -0.65409 0.07360
H 3.78054 -1.73324 -0.37839
S -2.14032 0.11349 1.83895
C -2.26407 1.06427 0.28420
H 1.43740 -2.43166 -0.36554
H -3.33535 1.00484 -0.02582
*
```

Atom charges from the natural (NBO) analysis, given in e for atoms 1 to 6:
1. H 0.1162
2. C -0.6352
3. H 0.2116
4. H 0.3983
5. O -0.5988
6. O -0.6809



C3H5NO2 as an isolated structure in a non-equilibrium geometry, computed with ωB97M-V/def2-TZVPD.

ΔE to the lowest compared entry with this formula, charge and spin	87.3	kcal per mole
HOMO-LUMO gap	9.294	eV
LUMO level	0.0097	hartree

```
! wB97M-V def2-TZVPD RIJCOSX def2/J DEFGRID3
* xyz 0 1
C 1.35646 -1.65648 -0.56921
C -0.94638 1.40639 -0.11858
H 2.18445 -2.34856 -0.75628
H 1.08711 0.87895 -0.07071
C -0.00359 -0.70697 0.50870
N 0.19181 0.61885 0.31540
O -1.02508 -1.31302 0.63845
H -1.16757 1.27061 -1.18468
H -0.74013 2.45859 0.08730
O 1.27627 -1.38989 0.70656
H -1.81325 1.08345 0.45693
*
```

Atom charges from the natural (NBO) analysis, given in e for atoms 1 to 6:
1. C 0.0808
2. C -0.4144
3. H 0.0960
4. H 0.4005
5. C 0.8779
6. N -0.6273



The records above yield total energy values of -698.9300 -3186.7454 -876.3653 -3213.7512 -4177.7145 -723.1337 -322.4352 a.u., respectively.